Formula: C32H90N6O14
Source: the OMol25 dataset
Level of theory: the ωB97M-V functional and the def2-TZVPD basis

## Properties
- Maximum force: 5.3 eV Å⁻¹
- Lowest unoccupied orbital energy (spin up / spin down): -2.83 / -8.84 eV
- Net charge: +1
- ⟨S²⟩: 0.756
- ΔE to the lowest compared entry with this formula, charge and spin: 54.1 kcal/mol
- Spin multiplicity: 2
- Calculated total energy: -72230.955 eV
- Kohn-Sham gap (spin up / spin down): 7.83 / 1.82 eV

Last column: Mulliken charge in e.
Geometry (Å):
C: -4.4158 -5.6925 -1.3953  -1.761
C: -4.8612 -4.3510 -0.8551  0.749
C: -5.8288 -4.3677 0.3656  -0.774
O: -7.1858 -4.5376 -0.1580  -0.388
C: -7.6303 -5.8965 -0.1225  -0.717
N: -3.7715 -3.6163 -0.4157  -0.141
H: -4.0898 -6.3518 -0.5910  0.236
H: -3.6291 -5.5465 -2.1355  0.328
H: -5.2923 -6.0090 -1.9607  0.574
H: -5.4231 -3.8102 -1.6167  0.286
H: -5.8781 -3.4586 0.9649  0.182
H: -5.6477 -5.0936 1.1583  0.490
H: -7.2239 -6.4926 -0.9396  0.232
H: -8.7194 -5.9295 -0.1529  0.294
H: -7.4197 -6.4798 0.7739  0.306
H: -3.1683 -3.4126 -1.1998  0.212
H: -3.1541 -4.0662 0.2449  -0.103
C: 3.9822 2.0153 -3.1037  -1.447
C: 3.8989 0.5437 -3.6224  0.709
C: 2.7804 0.3213 -4.6059  -0.831
O: 2.4006 -1.0709 -4.5053  -0.321
C: 1.5245 -1.4258 -3.4545  -0.681
N: 5.2111 0.1614 -4.1001  -0.243
H: 4.3642 2.6312 -3.9178  0.477
H: 4.5863 2.0419 -2.1969  0.322
H: 3.0353 2.4807 -2.8299  0.391
H: 3.5708 -0.0230 -2.7511  0.040
H: 3.2077 0.6508 -5.5530  0.490
H: 1.9538 0.9681 -4.3119  0.407
H: 1.0586 -2.3239 -3.8600  0.356
H: 0.6742 -0.7483 -3.3769  0.338
H: 1.9611 -1.5114 -2.4594  0.281
H: 5.0325 -0.5145 -4.8290  0.340
H: 5.7603 0.8617 -4.5776  0.335
C: 9.9794 -1.2080 0.1774  -1.297
C: 10.0665 0.2821 0.5811  0.457
C: 8.7879 0.7388 1.3189  -0.729
O: 7.6996 0.5988 0.3485  -0.218
C: 6.4051 0.7262 0.7899  -0.519
N: 11.3197 0.6307 1.2150  -0.721
H: 10.2802 -1.8404 1.0127  0.305
H: 10.7102 -1.2823 -0.6279  0.340
H: 9.0276 -1.5455 -0.2328  0.332
H: 10.1080 0.7882 -0.3834  0.196
H: 8.9082 1.7477 1.7133  0.353
H: 8.6553 0.0863 2.1819  0.355
H: 6.1174 -0.0667 1.4803  0.431
H: 5.6900 0.7936 -0.0300  -0.015
H: 6.2331 1.6308 1.3732  0.197
H: 11.5248 0.1644 2.0871  0.259
H: 12.0465 0.1329 0.7210  0.268
C: 1.2432 4.8659 1.8472  -1.171
C: 2.5062 5.7751 1.4390  0.337
C: 3.8103 5.0755 0.9521  -0.374
O: 4.7333 4.7365 2.0118  -0.387
C: 5.9446 4.4239 1.5211  -0.624
N: 1.8617 6.7072 0.5160  -0.701
H: 0.9033 4.3758 0.9349  0.076
H: 0.3547 5.3315 2.2739  0.406
H: 1.4375 4.0850 2.5824  0.375
H: 2.6955 6.2699 2.3915  0.333
H: 4.2368 5.7984 0.2567  0.446
H: 3.4455 4.2301 0.3687  0.001
H: 6.6403 3.8663 2.1481  0.238
H: 6.4510 5.3530 1.2595  0.377
H: 5.7916 3.9375 0.5577  0.180
H: 1.4811 7.5074 1.0006  0.288
H: 1.1488 6.1985 0.0128  0.277
C: -2.2076 -2.5201 2.3076  -0.615
C: -1.1207 -2.1130 3.2431  0.962
C: -0.8212 -3.1791 4.3244  -1.146
O: -0.3889 -2.4479 5.5023  -0.332
C: -1.0384 -2.9449 6.6527  -0.775
N: 0.0600 -1.8090 2.4385  0.070
H: -1.8855 -3.3912 1.7370  -0.228
H: -2.4222 -1.7659 1.5505  -0.292
H: -3.1519 -2.7106 2.8176  0.616
H: -1.4067 -1.2232 3.8038  0.404
H: -0.0779 -3.9404 4.0876  0.356
H: -1.7523 -3.7403 4.4023  0.466
H: -0.8867 -4.0013 6.8744  0.297
H: -2.1170 -2.8481 6.5283  0.331
H: -0.7035 -2.4000 7.5353  0.260
H: 0.8729 -1.6495 3.0162  0.228
H: -0.0008 -0.9916 1.8484  -0.569
C: -1.0650 -0.5635 -0.4618  -0.551
C: -1.1457 0.7667 0.2839  0.362
C: 0.2593 1.4027 0.3539  0.134
O: 1.0622 0.8002 1.3423  -0.240
C: 2.3828 1.2039 1.4473  -0.864
N: -2.1659 1.5567 -0.3621  -0.090
H: -2.0212 -0.9910 -0.7633  0.130
H: -0.5112 -1.2534 0.1749  0.224
H: -0.4364 -0.5913 -1.3519  -0.278
H: -1.5709 0.6815 1.2840  0.480
H: 0.2402 2.4774 0.5349  -0.408
H: 0.7001 1.3058 -0.6382  0.180
H: 2.5740 2.2236 1.7817  0.142
H: 2.8533 0.8837 0.5177  0.342
H: 2.8686 0.4476 2.0638  0.311
H: -2.0203 1.6977 -1.3515  -0.118
H: -2.1780 2.5150 -0.0433  0.288
C: -0.2231 -5.8086 -0.7298  -0.652
C: 0.6735 -4.6184 -0.3227  0.134
O: 1.0408 -4.5325 1.0774  -0.681
O: -1.3159 -5.7685 0.1157  -0.444
H: 0.3284 -6.7003 -0.4317  0.333
H: -0.3382 -5.8362 -1.8133  0.372
H: 0.0049 -3.7970 -0.5804  -0.194
H: 1.4499 -4.6389 -1.0875  0.384
H: 0.6328 -3.7882 1.5258  0.368
H: -1.0127 -5.8953 1.0177  0.281
C: -5.1641 -0.4929 0.1943  0.382
C: -5.8831 -0.8045 -1.1623  -0.500
O: -5.0064 -0.7702 -2.2047  -0.632
O: -4.8143 0.8777 0.2988  -0.426
H: -4.2444 -1.0774 0.2187  -0.542
H: -5.6848 -0.9699 1.0246  0.557
H: -6.6077 -0.0212 -1.3849  0.402
H: -6.3658 -1.7793 -1.2323  0.133
H: -4.4378 -1.4984 -1.9436  0.342
H: -3.9880 0.9746 -0.1802  0.189
C: -3.2853 2.0635 -3.6415  0.072
C: -4.4080 3.1389 -3.7023  -0.209
O: -4.1790 4.1666 -4.5686  -0.537
O: -2.2107 2.7577 -3.0111  -0.634
H: -3.0688 1.6880 -4.6416  0.304
H: -3.5431 1.2232 -2.9968  -0.009
H: -4.6744 3.5126 -2.7136  -0.010
H: -5.2782 2.6253 -4.1111  0.313
H: -4.5805 4.9557 -4.1975  0.350
H: -1.8874 3.4996 -3.5275  0.316
C: -6.1235 3.8395 0.6448  0.373
C: -6.3804 5.2878 0.8775  -0.508
O: -7.4233 5.7530 0.0096  -0.527
O: -5.1027 3.3763 1.4976  -0.543
H: -5.8211 3.7140 -0.3948  -0.266
H: -7.0407 3.2573 0.7337  0.234
H: -5.4611 5.8492 0.7103  0.259
H: -6.7374 5.3669 1.9043  0.304
H: -7.6918 6.6403 0.2589  0.306
H: -4.8329 2.4816 1.2776  0.489

Forces on atoms 1 to 2 (eV/Å):
-1.331 0.220 -0.512
-1.204 -0.849 1.638